# C5H14N2

One molecule with the formula C5H14N2 in a non-equilibrium geometry (the ωB97M-V functional and the def2-TZVPD basis, the Open Molecules 2025 dataset).

HOMO level: -0.3372 Eh
F_max: 0.0949 hartree/bohr
Charge: 0
LUMO: 0.0403 Ha
Energy above the lowest of the compared OMol25 structures with the same formula, charge and spin: 69.3 kcal/mol

Each atom is followed by the atoms it is bonded to, with distances in Å.
Atoms and positions in Å:
1 N 2.34335 -0.88686 0.24630  C2 1.478, H8 1.113, H9 1.063
2 C 0.86870 -0.93292 0.34142  N1 1.478, C3 1.581, C4 1.617, H10 1.162
3 C 0.37177 -1.29592 1.79738  C2 1.581, H11 1.092, H12 1.124, H13 1.116
4 C 0.34868 0.54961 -0.04256  C2 1.617, N5 1.521, H14 1.180, H15 1.077
5 N -1.05625 0.32733 -0.57992  C4 1.521, C6 1.482, C7 1.465
6 C -0.94225 0.77988 -1.98700  N5 1.482, H16 1.110, H17 1.185, H18 1.104
7 C -1.97027 1.27187 0.06657  N5 1.465, H19 1.161, H20 1.199, H21 1.161
8 H 2.61339 0.02876 0.81939  N1 1.113
9 H 2.69821 -1.67680 0.86256  N1 1.063
10 H 0.52089 -1.65568 -0.49898  C2 1.162
11 H -0.42517 -2.03267 1.67538  C3 1.092
12 H 1.16082 -1.79866 2.41999  C3 1.124
13 H 0.01256 -0.31312 2.18470  C3 1.116
14 H 0.42789 0.93301 1.07024  C4 1.180
15 H 1.05712 1.10331 -0.63486  C4 1.077
16 H -0.25499 0.06484 -2.48477  C6 1.110
17 H -0.36485 1.76381 -2.30647  C6 1.185
18 H -1.92994 0.62530 -2.45455  C6 1.104
19 H -1.72431 1.45109 1.18731  C7 1.161
20 H -1.85356 2.37723 -0.38412  C7 1.199
21 H -3.00757 0.81114 -0.17536  C7 1.161

Atom charges from the Löwdin analysis, given in e for atoms 1 to 4:
1. N -0.039
2. C -0.446
3. C -0.068
4. C -0.190

# C4H4S

One molecule with the formula C4H4S in a non-equilibrium geometry (the ωB97M-V functional and the def2-TZVPD basis, the Open Molecules 2025 dataset).

HOMO level: -0.3248 Eh
F_max: 0.0813 hartree/bohr
Charge: 0
LUMO: -0.0236 Ha
Energy above the lowest of the compared OMol25 structures with the same formula, charge and spin: 79.0 kcal/mol

Each atom is followed by the atoms it is bonded to, with distances in Å.
Atoms and positions in Å:
1 C -0.29527 0.50019 -0.58013  C2 1.207, C3 1.675
2 C -0.03008 0.07367 0.51714  C1 1.207, C4 1.401
3 C -0.57360 0.54817 -2.23070  C1 1.675, S5 1.611, H6 1.166
4 C 0.37551 -0.36328 1.78452  C2 1.401, H7 1.077, H8 1.009, H9 1.093
5 S -0.32631 -0.88190 -2.93040  C3 1.611
6 H -0.81528 1.54432 -2.78659  C3 1.166
7 H -0.35074 -0.89062 2.37998  C4 1.077
8 H 0.75803 0.45464 2.23494  C4 1.009
9 H 1.25774 -0.98521 1.61122  C4 1.093

Atom charges from the Löwdin analysis, given in e for atoms 1 to 4:
1. C -0.063
2. C -0.167
3. C -0.639
4. C -0.100

Copy entry 2 word for word.
# C4H4S

One molecule with the formula C4H4S in a non-equilibrium geometry (the ωB97M-V functional and the def2-TZVPD basis, the Open Molecules 2025 dataset).

HOMO level: -0.3248 Eh
F_max: 0.0813 hartree/bohr
Charge: 0
LUMO: -0.0236 Ha
Energy above the lowest of the compared OMol25 structures with the same formula, charge and spin: 79.0 kcal/mol

Each atom is followed by the atoms it is bonded to, with distances in Å.
Atoms and positions in Å:
1 C -0.29527 0.50019 -0.58013  C2 1.207, C3 1.675
2 C -0.03008 0.07367 0.51714  C1 1.207, C4 1.401
3 C -0.57360 0.54817 -2.23070  C1 1.675, S5 1.611, H6 1.166
4 C 0.37551 -0.36328 1.78452  C2 1.401, H7 1.077, H8 1.009, H9 1.093
5 S -0.32631 -0.88190 -2.93040  C3 1.611
6 H -0.81528 1.54432 -2.78659  C3 1.166
7 H -0.35074 -0.89062 2.37998  C4 1.077
8 H 0.75803 0.45464 2.23494  C4 1.009
9 H 1.25774 -0.98521 1.61122  C4 1.093

Atom charges from the Löwdin analysis, given in e for atoms 1 to 4:
1. C -0.063
2. C -0.167
3. C -0.639
4. C -0.100